Computed, not measured: a structure of composition C19H70B3O19P, with the ωB97M-V functional and the def2-TZVPD basis.

```
! wB97M-V def2-TZVPD RIJCOSX def2/J DEFGRID3
* xyz 0 1
C 1.8151 -0.7692 0.8751
C 0.6958 -1.5655 0.1856
C -0.7158 -0.9776 0.2914
C -0.8110 0.5315 0.1158
C -2.2920 0.9541 0.1584
B -0.1367 1.0736 -1.1728
O 0.4402 2.3559 -1.1658
B 1.7907 2.1869 -1.3456
O 2.1572 1.3991 -2.4238
B 1.0868 0.7977 -3.0570
P 1.0576 0.6051 -5.0040
O 1.6508 2.0645 -5.5218
O 2.2521 -0.5068 -5.2700
O -0.0027 0.3685 -2.3665
H 2.6078 -0.5884 0.1522
H 1.5087 0.1966 1.2606
H 2.2906 -1.3125 1.6832
H 0.9617 -1.7763 -0.8455
H 0.6640 -2.5369 0.6685
H -1.1393 -1.2246 1.2632
H -1.3408 -1.4831 -0.4427
H -0.3481 1.0126 0.9714
H -2.8709 0.3853 -0.5643
H -2.3982 2.0103 -0.0638
H -2.6936 0.7428 1.1437
H 2.5968 2.6468 -0.6121
H 2.5834 2.1949 -5.2615
H 2.2879 -0.6689 -6.2330
C 0.0896 -5.5417 0.6447
O 0.5455 -4.7487 1.7348
H -0.3368 -4.8693 -0.0956
H 0.9166 -6.0930 0.1878
H -0.6797 -6.2477 0.9683
H 0.9249 -5.3411 2.3934
C -3.1222 5.0140 -0.8457
O -3.7089 3.8369 -1.3920
H -2.9614 4.8406 0.2158
H -2.1615 5.2282 -1.3195
H -3.7841 5.8763 -0.9695
H -3.8490 3.9915 -2.3339
C 0.4845 1.1809 4.1943
O -0.3637 0.3987 3.3529
H 0.7757 2.0688 3.6372
H -0.0490 1.4863 5.0991
H 1.3774 0.6174 4.4693
H -0.6198 -0.3892 3.8430
C 4.2023 3.1210 -7.7579
O 5.0413 2.5054 -6.7840
H 4.1125 4.1729 -7.5014
H 4.6316 3.0331 -8.7592
H 3.2091 2.6642 -7.7451
H 5.1191 1.5722 -7.0086
C 1.7067 -3.6480 4.4853
O 1.0900 -4.7076 5.2137
H 0.9770 -3.2496 3.7855
H 2.0301 -2.8489 5.1596
H 2.5667 -4.0267 3.9280
H 1.7458 -5.0586 5.8251
C 5.9115 -4.6195 4.3817
O 4.8856 -4.8405 5.3450
H 5.8151 -5.3866 3.6181
H 5.8045 -3.6371 3.9126
H 6.9015 -4.6964 4.8371
H 4.9718 -4.1616 6.0219
C -7.0694 3.9524 -3.3913
O -6.0482 4.0462 -4.3849
H -6.8030 4.6204 -2.5767
H -8.0384 4.2561 -3.7952
H -7.1330 2.9319 -3.0080
H -6.2811 3.4535 -5.1061
C 4.2037 1.4054 5.4048
O 3.4368 0.2060 5.4806
H 3.5103 2.2299 5.2613
H 4.7650 1.5709 6.3277
H 4.8966 1.3745 4.5608
H 4.0494 -0.5253 5.6057
C 4.4666 -2.8961 -0.6548
O 4.9621 -2.1316 0.4472
H 4.0560 -2.1961 -1.3795
H 5.2682 -3.4679 -1.1231
H 3.6799 -3.5783 -0.3302
H 5.3243 -2.7475 1.0911
C -5.3976 0.9199 3.5760
O -4.2573 0.3189 2.9587
H -6.1378 1.1090 2.8027
H -5.8307 0.2481 4.3205
H -5.1358 1.8630 4.0545
H -3.6063 0.1501 3.6469
C 3.8926 -6.7308 -2.2435
O 4.4034 -6.0139 -1.1223
H 3.4929 -6.0020 -2.9433
H 4.6826 -7.3007 -2.7387
H 3.0906 -7.4101 -1.9436
H 4.7579 -6.6576 -0.5006
C 1.3197 0.4413 -9.4962
O 1.8759 0.0130 -8.2573
H 1.5509 -0.3170 -10.2391
H 0.2356 0.5453 -9.4191
H 1.7564 1.3921 -9.8112
H 1.6740 0.6813 -7.5942
C -7.4280 4.0568 4.7024
O -6.7744 3.0632 5.4892
H -7.4023 3.7251 3.6668
H -8.4700 4.1766 5.0089
H -6.9151 5.0191 4.7800
H -6.7955 3.3503 6.4075
C -6.2133 3.9046 0.6952
O -7.0298 2.7330 0.7035
H -6.8619 4.7668 0.5515
H -5.6851 4.0085 1.6490
H -5.4911 3.8507 -0.1208
H -6.4445 1.9783 0.8263
*
```

Its total energy is -2611.39986 Eh. The LUMO energy comes out at 0.14 eV. The orbital gap comes out at 8.26 eV.

=====

Computed, not measured: a cluster of 16 separate species, C19H70N20O16 in total, with the ωB97M-V functional and the def2-TZVPD basis.

```
! wB97M-V def2-TZVPD RIJCOSX def2/J DEFGRID3
* xyz 0 1
C 3.4047 3.4817 -2.5788
C 2.6037 3.6007 -1.2478
O 1.4777 4.4707 -1.1648
H 4.0327 2.5997 -2.6648
H 3.8837 4.4037 -2.7468
H 2.6687 3.2857 -3.3568
H 3.2927 3.7877 -0.4108
H 2.1457 2.6647 -1.0208
H 0.8307 4.2627 -1.8128
C -3.0233 0.9567 -2.4278
C -3.8053 -0.2493 -1.8248
O -4.3263 0.0327 -0.5858
H -2.3053 0.5247 -3.0348
H -2.4193 1.6317 -1.8348
H -3.6783 1.6427 -3.0248
H -3.0563 -1.0553 -1.8238
H -4.5613 -0.6233 -2.5518
H -4.7583 -0.7613 -0.3798
C 0.0667 -4.8613 1.7582
C -0.8923 -3.9013 2.3612
O -0.5313 -2.6473 1.7562
H -0.2693 -5.8613 1.6922
H 0.9587 -4.8693 2.4082
H 0.2537 -4.5863 0.7472
H -0.8933 -3.7973 3.4462
H -1.9223 -4.0133 2.0402
H -1.2663 -2.0663 1.8972
C -2.9903 2.8267 3.7832
O -3.8413 3.8057 4.2032
N -1.9063 2.5767 4.4042
N -3.1333 1.9297 2.8262
H -1.7203 3.1917 5.2362
H -1.2523 1.8167 4.3172
H -4.0413 1.8557 2.2822
H -2.2853 1.7477 2.2722
C 1.0367 0.2527 -3.6238
O 1.6217 1.1577 -2.8018
N 1.2317 -1.0363 -3.4638
N 0.2227 0.5977 -4.5658
H 2.0667 -1.2613 -2.8578
H 1.1517 -1.7353 -4.2148
H 0.0947 1.5867 -4.4058
H -0.4703 0.0217 -5.0788
C -3.2133 -3.4863 -0.6458
O -3.8253 -3.5003 0.5982
N -3.8023 -3.3913 -1.8388
N -1.8613 -3.3883 -0.6528
H -4.8723 -3.3883 -1.9258
H -3.4013 -3.0933 -2.7458
H -1.4403 -3.2613 0.3012
H -1.2513 -3.5313 -1.4528
C 0.0497 4.1447 2.0302
O -0.3343 2.9337 1.3632
N -0.2143 4.3737 3.2782
N 0.8837 5.1047 1.5142
H -0.9093 3.7827 3.7172
H -0.1143 5.1797 3.8702
H 1.2127 5.0777 0.5572
H 1.1357 5.8907 2.1522
C 3.4387 -0.0303 0.8222
O 3.7327 0.8567 -0.2638
N 4.1707 -0.3433 1.8172
N 2.2297 -0.3083 0.9872
H 5.1287 0.0567 1.6872
H 4.0777 -1.2503 2.4142
H 1.4527 0.0777 0.4022
H 1.9417 -1.0193 1.6792
C -3.1813 -1.5983 3.4792
O -3.3963 -2.8303 4.1322
N -2.9173 -0.4613 4.0792
N -3.4193 -1.4173 2.2162
H -2.7613 -0.4833 5.0582
H -3.1523 0.4987 3.6822
H -3.8093 -2.2893 1.7312
H -3.0203 -0.6843 1.6172
C 3.7927 -2.2493 -2.0668
O 4.4147 -3.3433 -2.7828
N 3.7347 -0.9823 -2.4948
N 2.9947 -2.3393 -0.9938
H 4.3187 -0.7423 -3.2808
H 3.4827 -0.2123 -1.8968
H 2.9487 -3.1893 -0.4228
H 2.6757 -1.4973 -0.4088
C 0.4747 0.0727 4.3622
O 0.1537 -0.0013 5.6922
N 1.7347 -0.0133 4.0622
N -0.3613 0.1177 3.3352
H 2.5147 -0.2243 4.7752
H 2.1427 0.1557 3.1342
H -1.3523 -0.1153 3.4652
H 0.0037 0.2377 2.4242
C -0.4893 -0.1133 -0.3768
O -1.2933 -0.1943 0.7872
N 0.4227 0.8957 -0.4678
N -0.4253 -1.0043 -1.3228
H 0.2797 1.7247 0.1392
H 1.0477 1.0247 -1.2868
H -1.0793 -1.7723 -1.1198
H 0.1657 -1.0593 -2.1898
C 3.1297 2.8387 3.0872
O 2.9877 3.9397 3.9652
N 3.9687 1.8877 3.3272
N 2.5197 2.7747 1.9212
H 4.2817 1.9397 4.2772
H 3.9047 1.0257 2.7122
H 1.8987 3.5937 1.8422
H 2.4147 1.8987 1.4162
C -0.9353 3.2997 -3.0488
O 0.1237 3.3747 -3.9778
H -1.8553 2.9877 -3.4338
H -1.1323 4.2527 -2.5508
H -0.5453 2.6987 -2.3308
H 0.1307 4.2677 -4.3948
C 1.3227 -4.7903 -2.5388
O 0.6977 -3.8253 -1.8098
H 1.6887 -4.4133 -3.4478
H 0.5927 -5.4173 -2.9658
H 2.1807 -5.2693 -1.9818
H 1.3757 -3.1803 -1.5148
C -1.8723 -2.3733 -4.4068
O -3.2203 -2.7023 -4.3578
H -1.7463 -1.3503 -4.2728
H -1.5123 -2.8103 -5.3538
H -1.3833 -2.8173 -3.5568
H -3.5683 -2.6153 -5.2588
*
```

Its total energy is -3064.72506 Eh. The LUMO energy comes out at -0.61 eV. The orbital gap comes out at 7.51 eV. The calculation puts the relative energy (zero: lowest compared OMol25 entry of this formula, charge and spin) at 211.5 kJ/mol.

=====

Computed, not measured: a cluster of 17 separate species, C19H72N16O17 in total, with the ωB97M-V functional and the def2-TZVPD basis.

```
! wB97M-V def2-TZVPD RIJCOSX def2/J DEFGRID3
* xyz 0 1
C 3.6104 0.4971 -4.2213
C 3.3701 0.2056 -2.7757
O 2.6547 -0.9757 -2.5612
H 2.6878 0.8192 -4.7169
H 3.8639 -0.4194 -4.8250
H 4.4339 1.1259 -4.2831
H 2.8160 0.9506 -2.3436
H 4.2928 0.3027 -2.1662
H 1.7970 -0.8527 -2.1841
C -4.9310 2.0110 1.7930
C -4.0267 2.2988 0.5883
O -4.0172 3.6361 0.3060
H -5.9741 1.8791 1.4833
H -4.9991 2.8389 2.5343
H -4.6207 1.2115 2.4302
H -4.4801 1.7552 -0.3415
H -3.0522 1.9303 0.7388
H -3.7774 4.0834 1.0812
C -2.0349 1.8196 4.7410
O -2.0364 2.4112 6.0044
N -1.4864 0.6751 4.5983
N -2.4529 2.3953 3.6804
H -1.1777 0.1620 5.4336
H -1.5567 0.1436 3.6994
H -3.1818 3.1583 3.8208
H -2.4667 1.9127 2.7565
C -1.0044 -2.8912 -2.9753
O -2.2861 -2.6470 -3.2650
N -0.1711 -2.8239 -3.9548
N -0.5961 -3.0954 -1.7480
H -0.4434 -2.5818 -4.9396
H 0.8618 -3.0443 -3.8995
H -1.2275 -3.2555 -0.9571
H 0.3113 -3.3260 -1.5434
C -1.9107 2.7761 -2.5530
O -1.5871 1.5552 -1.8838
N -1.5384 3.0177 -3.7848
N -2.7109 3.7071 -2.0612
H -0.8766 2.3784 -4.2434
H -1.8619 3.8683 -4.2590
H -3.1786 3.4489 -1.1801
H -3.0009 4.6063 -2.5298
C 0.2926 -0.5953 -0.0295
O 1.4051 -1.4175 0.0632
N 0.0382 0.1983 0.9616
N -0.7273 -0.6886 -0.8023
H 0.6885 0.2514 1.7565
H -0.4423 1.0576 0.6999
H -0.7413 -1.6240 -1.3157
H -1.1738 0.1680 -1.2193
C 4.8388 -2.7565 -0.0450
O 5.9301 -3.3278 0.5666
N 3.6606 -2.6620 0.5104
N 4.7951 -2.2735 -1.2087
H 3.4903 -2.9355 1.4958
H 2.8674 -2.1025 0.1926
H 5.6301 -2.4583 -1.8204
H 4.0453 -1.6533 -1.6283
C -1.3163 -4.3080 0.9551
O -0.8937 -5.6813 1.0174
N -2.3023 -3.8044 0.3332
N -0.5630 -3.3701 1.5354
H -2.9603 -4.4801 -0.0560
H -2.5970 -2.8215 0.4718
H 0.3315 -3.6214 1.8627
H -1.0154 -2.4419 1.8342
C -0.0504 3.6076 1.8405
O -0.8454 2.8759 1.0308
N -0.4490 4.0166 3.0043
N 1.0765 4.0680 1.5033
H -1.2676 3.5017 3.3601
H 0.1865 4.2772 3.7783
H 1.4869 4.0172 0.5490
H 1.8832 4.3768 2.1414
C -2.8526 -1.2047 2.1133
O -3.8654 -1.6077 2.9195
N -1.6634 -1.1855 2.5395
N -2.8747 -1.1020 0.8396
H -1.4202 -1.6707 3.4243
H -0.8724 -0.7440 1.9750
H -3.7722 -0.8803 0.3501
H -2.0574 -0.8371 0.1679
C 1.2708 2.9737 -1.3634
O 2.2140 3.9266 -1.0570
H 1.5615 2.0498 -0.8193
H 1.3805 2.7025 -2.3910
H 0.2792 3.2654 -0.9484
H 3.1282 3.6448 -1.2444
C 3.3637 0.9453 1.0806
O 3.5502 2.3435 1.4992
H 2.4558 0.5553 1.6062
H 4.1931 0.3878 1.5837
H 3.5353 0.7897 0.0353
H 2.7516 2.8825 1.4353
C 2.3198 -1.9536 3.2852
O 3.0210 -3.1885 3.1666
H 2.0855 -1.7526 4.2912
H 1.4926 -1.9838 2.5829
H 3.0294 -1.1360 3.0322
H 2.3434 -3.7931 3.4696
C 2.1333 1.4425 4.2416
O 1.0431 0.8460 3.5554
H 2.9937 0.9949 3.7816
H 2.2279 1.3152 5.3045
H 2.3854 2.4996 4.0801
H 0.2523 0.9621 4.0577
C 1.6651 -5.0626 -0.8276
O 2.1838 -3.9462 -1.3858
H 0.6345 -5.1833 -1.1878
H 1.6949 -4.9738 0.2519
H 2.2968 -5.9063 -1.0629
H 2.8093 -3.5636 -0.7516
C 0.1677 0.4912 -4.1448
O 0.1584 1.3794 -5.2634
H -0.8296 0.1253 -4.0155
H 0.5443 0.9497 -3.2685
H 0.8573 -0.3663 -4.5464
H 0.7083 0.9493 -5.9283
C -4.4931 0.0044 -2.9867
O -3.9033 -0.3996 -4.1993
H -3.8473 -0.1984 -2.1650
H -5.4097 -0.6132 -2.8778
H -4.6823 1.0483 -2.9292
H -3.5232 -1.2825 -4.1378
*
```

Its total energy is -2922.05680 Eh. The LUMO energy comes out at -0.14 eV. The orbital gap comes out at 8.29 eV. The calculation puts the relative energy (zero: lowest compared OMol25 entry of this formula, charge and spin) at 124.1 kJ/mol.

=====

Computed, not measured: a structure of composition C19H7F5IN3OS3V, with the ωB97M-V functional and the def2-TZVPD basis.

```
! wB97M-V def2-TZVPD RIJCOSX def2/J DEFGRID3
* xyz -2 4
V -0.3938 -1.7487 -0.7877
S -0.4628 -3.5931 0.4100
C -0.0971 -2.9540 2.0610
C 0.1145 -3.7836 3.1175
C 0.4301 -3.3088 4.3809
C 0.3881 -4.1754 5.5106
N 0.4615 -4.9057 6.4205
C 0.7664 -1.9603 4.5297
C 0.5900 -1.0981 3.4752
C 0.0316 -1.5163 2.2505
S -0.5176 -0.3584 1.0211
C 1.2737 -1.4993 5.7876
N 1.6308 -1.1789 6.8529
H -0.0143 -4.9007 2.9623
H 0.7965 -0.0579 3.6185
I 1.8329 -1.4327 -1.9407
F 3.6003 8.2350 0.0922
C 2.9440 7.0572 -0.0659
C 3.4499 6.0152 -0.8363
F 4.6483 6.2942 -1.4385
C 2.7299 4.8629 -1.0254
F 3.2891 3.8543 -1.6924
C 1.3786 4.6779 -0.4592
S 0.5072 3.2699 -0.6267
C 0.8987 5.8250 0.2430
F -0.3821 5.8451 0.6583
C 1.6552 6.9782 0.4400
F 1.1453 7.9984 1.1917
O -1.6649 -1.0247 -1.9820
N -2.1598 -1.9491 -2.9526
C -1.5458 -3.1613 -3.2264
C -2.2904 -4.0221 -3.9872
C -3.4491 -3.6334 -4.6797
C -3.8956 -2.3123 -4.4938
C -3.1556 -1.4322 -3.6938
H -0.4808 -3.2620 -2.9547
H -1.9281 -5.0944 -4.0894
H -3.9773 -4.2561 -5.4396
H -4.7528 -1.9177 -5.0406
H -3.3948 -0.3758 -3.6110
*
```

Its total energy is -3903.37017 Eh. The LUMO energy (alpha / beta) comes out at 3.94 / 3.90 eV. The orbital gap (alpha / beta) comes out at 5.29 / 5.49 eV. The calculation puts the relative energy (zero: lowest compared OMol25 entry of this formula, charge and spin) at 25.3 kJ/mol.